[1]
The following is a DFT calculation (wB97M-V/def2-TZVPD) of the ion C10H17N2S with charge +1 at a distorted geometry.

```
30
Properties=species:S:1:pos:R:3
C -1.16806 1.55069 0.31031
C 0.12845 1.58604 0.74001
C -0.31698 -0.43599 -0.02027
C 1.97672 -0.09005 0.81158
C -3.74028 -2.08809 0.49742
C 4.65255 0.37076 0.63525
C 2.98071 0.61213 -1.31000
C -3.78778 -0.57328 0.24195
C -2.68491 -0.05596 -0.76814
C 3.29939 0.00627 0.05310
N -1.39447 0.31683 -0.24052
N 0.64399 0.32350 0.52403
S 2.52610 -1.69490 0.29222
H -1.95862 2.19290 0.43302
H 0.70894 2.29601 1.35815
H -0.13712 -1.39366 -0.40441
H 2.12456 -0.01628 1.92839
H -4.62665 -2.34640 1.07818
H -2.80915 -2.17081 1.06298
H -3.82770 -2.78972 -0.32472
H 4.82499 1.46355 0.35249
H 5.36370 -0.30643 0.33826
H 4.59377 0.12525 1.59748
H 3.09143 1.63898 -1.16191
H 1.97108 0.38570 -1.66378
H 3.66355 0.25808 -2.00470
H -4.76104 -0.01860 0.09550
H -3.47377 0.04333 1.17557
H -2.98944 0.71796 -1.41090
H -2.45292 -0.86067 -1.41580
```

Computed properties:
* DFT total energy: -898.46968 Eh
* multiplicity: 3
* orbital gap (spin up / spin down): 0.192 / 0.271 hartree
* expectation value of S²: 2.0052
* net charge: +1
* molar mass: 197.33 g mol⁻¹
* E_HOMO (spin up / spin down): -8.2 / -13.7 eV

***

[2]
The following is a DFT calculation (wB97M-V/def2-TZVPD) of a cluster of 2 separate species, C4H11O3 in total at a distorted geometry.

```
18
Properties=species:S:1:pos:R:3
C 0.89056 0.81799 -0.92967
C 1.56921 0.08449 0.21925
C 1.14158 0.64422 1.56564
O -0.29665 0.63935 1.69719
C -0.62860 0.42354 -1.12452
O -0.99703 -0.62610 -0.27988
H 1.09863 1.88806 -0.86279
H 1.35053 0.38715 -1.81377
H 2.65237 0.12888 0.13368
H 1.15222 -0.92095 0.15053
H 1.51317 0.13278 2.44956
H 1.35744 1.72512 1.56773
H -0.71029 0.05932 -2.14677
H -1.28757 1.27919 -0.92068
H -0.66789 0.03329 0.97801
H -2.42891 -1.52022 -0.34441
H -2.58431 -2.97919 -0.24641
O -3.12444 -2.19693 -0.09268
```

Computed properties:
* DFT total energy: -384.73081 Eh
* multiplicity: 1
* orbital gap: 0.298 hartree
* net charge: -1
* molar mass: 107.13 g mol⁻¹
* E_HOMO: -3.9 eV

***

[3]
The following is a DFT calculation (wB97M-V/def2-TZVPD) of a structure of composition C6H10N at a distorted geometry.

```
17
Properties=species:S:1:pos:R:3
C 2.26834 0.48312 -0.34114
C 1.63431 -0.64900 -0.64234
C 1.22040 0.83243 0.70057
C -0.56536 -1.17002 0.64082
C -1.24762 -0.53669 -0.50616
C -1.96312 0.67816 -0.30235
N 0.62465 -0.41598 0.29903
H 3.10479 0.97225 -0.67115
H 1.64528 -1.57585 -1.10997
H 1.74470 0.72872 1.65284
H 0.52791 1.64899 0.42292
H -0.93613 -0.72093 1.48819
H -0.42502 -2.28311 0.70684
H -0.97352 -1.11288 -1.44229
H -2.99576 0.62301 -0.55125
H -1.66464 1.39384 -1.05840
H -1.99921 1.10394 0.71383
```

Computed properties:
* DFT total energy: -288.95952 Eh
* multiplicity: 1
* orbital gap (spin up / spin down): 0.296 / 0.296 hartree
* net charge: +1
* molar mass: 96.15 g mol⁻¹
* E_HOMO (spin up / spin down): -13.2 / -13.2 eV

***

[4]
The following is a DFT calculation (wB97M-V/def2-TZVPD) of an isolated molecule of C3H5N.

```
9
Properties=species:S:1:pos:R:3
C 0.82174 -0.23739 1.76324
C 0.32658 -0.31348 0.67546
C -0.32290 -0.43174 -0.61772
N -0.45795 0.85624 -1.29160
H 1.22113 -0.20051 2.75851
H -1.27734 -0.96926 -0.45154
H 0.28985 -1.09493 -1.25595
H -1.07757 1.43811 -0.73324
H -0.90290 0.72855 -2.20245
```

Computed properties:
* DFT total energy: -171.98638 Eh
* multiplicity: 1
* orbital gap: 0.389 hartree
* molar mass: 55.08 g mol⁻¹
* E_HOMO: -9.6 eV

***

[5]
The following is a DFT calculation (wB97M-V/def2-TZVPD) of a cluster of 2 separate species, C4H12 in total.

```
16
Properties=species:S:1:pos:R:3
C 0.18407 2.00150 0.32382
C -0.59207 2.73820 -0.78093
H 0.09106 2.58369 1.24346
H -0.23950 1.00066 0.43929
H 1.25184 1.91006 0.13971
H -1.59364 2.92908 -0.40605
H -0.16425 3.73153 -0.94598
H -0.59746 2.20406 -1.73471
C 0.97057 -2.27447 0.17244
C -0.53966 -2.51177 0.29163
H 1.15701 -1.20987 -0.01532
H 1.54268 -2.61073 1.04365
H 1.30997 -2.76436 -0.73233
H -0.76508 -3.57630 0.30039
H -1.05390 -2.05038 -0.54882
H -0.96163 -2.10091 1.20974
```

Computed properties:
* DFT total energy: -159.58164 Eh
* multiplicity: 1
* orbital gap: 0.475 hartree
* molar mass: 60.14 g mol⁻¹
* E_HOMO: -11.8 eV

***

[6]
The following is a DFT calculation (wB97M-V/def2-TZVPD) of a structure of composition C9H18F14Na3O11P3 at a distorted geometry.

```
58
Properties=species:S:1:pos:R:3
Na 18.27572 -14.96618 -7.11239
Na 21.38676 -17.71710 -9.74204
Na 20.45111 -10.97136 -10.28475
P 22.44085 -9.89016 -12.66122
F 20.85511 -9.53020 -12.40738
F 22.10039 -11.40630 -12.18129
F 22.13556 -10.28966 -14.18776
F 23.97472 -10.27847 -12.78339
F 22.71785 -8.37029 -13.14363
F 22.66730 -9.42780 -11.10334
P 20.74686 -16.63982 -5.88303
F 22.09181 -16.33679 -5.12900
F 19.89457 -16.55757 -4.53579
F 20.48836 -15.02201 -6.11108
F 19.33149 -16.89679 -6.73482
F 21.51340 -16.65046 -7.30969
F 20.92738 -18.21518 -5.72537
O 18.83289 -14.48426 -9.23589
P 20.00334 -14.67401 -10.11709
O 21.21059 -15.38387 -9.66447
F 20.48774 -13.24454 -10.58447
F 19.49488 -15.24565 -11.47050
C 16.65081 -16.77619 -11.08301
O 16.67004 -18.01089 -10.36601
C 17.80230 -18.32719 -9.77136
O 18.82363 -17.67912 -9.84304
O 17.62746 -19.44072 -9.09341
C 18.64436 -19.79292 -8.14087
H 17.31860 -16.79672 -11.94390
H 16.93739 -15.94613 -10.43704
H 15.64357 -16.63475 -11.46266
H 18.54153 -20.84965 -7.91796
H 18.52671 -19.20379 -7.23650
H 19.64016 -19.65294 -8.56051
C 16.26094 -12.91706 -12.09086
O 17.21316 -13.52346 -12.91824
C 18.38020 -12.86914 -13.09603
O 18.72655 -11.93240 -12.42699
O 18.97572 -13.41014 -14.14473
C 20.38492 -13.20572 -14.29964
H 15.34270 -12.73969 -12.65373
H 16.57707 -11.94999 -11.69888
H 16.03227 -13.55954 -11.23883
H 20.93359 -13.37372 -13.38008
H 20.57128 -12.22676 -14.71488
H 20.70948 -13.94984 -15.02835
C 16.94656 -21.29947 -13.37176
O 18.07166 -20.49990 -12.97892
C 18.32973 -19.44847 -13.74527
O 17.78691 -19.17565 -14.77440
O 19.30708 -18.75156 -13.16438
C 19.59401 -17.44184 -13.70506
H 17.31045 -22.15943 -13.92752
H 16.26393 -20.71025 -13.97543
H 16.45198 -21.60729 -12.45568
H 20.45414 -17.09395 -13.14834
H 18.70596 -16.86012 -13.47247
H 19.78572 -17.40737 -14.77325
```

Computed properties:
* DFT total energy: -4091.32324 Eh
* multiplicity: 1
* orbital gap: 0.378 hartree
* molar mass: 730.10 g mol⁻¹
* E_HOMO: -11.3 eV

***

[7]
The following is a DFT calculation (wB97M-V/def2-TZVPD) of a cluster of 2 separate species, CH3O3 in total at a distorted geometry.

```
7
Properties=species:S:1:pos:R:3
O 0.69269 1.73367 -0.82651
H 0.57289 1.82635 -1.79879
H 0.21740 0.90346 -0.59606
O 0.69001 -1.31625 1.46562
O -0.46736 -0.68754 -0.34846
C -0.36627 -1.11000 0.80544
H -1.33935 -1.34969 1.29875
```

Computed properties:
* DFT total energy: -265.68876 Eh
* multiplicity: 1
* orbital gap: 0.320 hartree
* net charge: -1
* molar mass: 63.03 g mol⁻¹
* E_HOMO: -4.2 eV

***

[8]
The following is a DFT calculation (wB97M-V/def2-TZVPD) of a cluster of 2 separate species, CH4NOP in total at a distorted geometry.

```
8
Properties=species:S:1:pos:R:3
C -0.60936 -1.28395 -0.85623
N -1.59287 -0.78273 -0.64807
O -2.50540 -0.17818 -0.09752
H 0.08572 -1.96902 -1.15211
P 1.60421 0.77842 0.58203
H 0.45524 0.56941 -0.32464
H 0.85002 0.73465 1.67563
H 1.71244 2.13140 0.82091
```

Computed properties:
* DFT total energy: -511.68294 Eh
* multiplicity: 1
* orbital gap: 0.394 hartree
* molar mass: 77.02 g mol⁻¹
* E_HOMO: -9.9 eV

***

[9]
The following is a DFT calculation (wB97M-V/def2-TZVPD) of a cluster of 4 separate species, C3H12O5 in total at a distorted geometry.

```
20
Properties=species:S:1:pos:R:3
O 0.25346 -1.15949 1.63062
C -0.72840 -0.45628 1.46957
C -0.43189 0.95543 0.87856
C 1.02435 1.29779 1.13273
O 1.45152 2.01536 -0.01343
H -1.74859 -0.74147 1.80518
H -0.65521 1.11208 -0.23303
H -1.04647 1.73302 1.44777
H 1.19807 2.02163 1.82556
H 1.62408 0.37895 1.36781
H 2.42427 1.99006 -0.07558
O -2.78140 -0.26321 -0.82040
H -3.46447 -0.19751 -1.43613
H -1.93730 -0.33684 -1.24174
O -0.53477 -1.77835 -1.54733
H -0.46327 -1.90025 -0.60837
H 0.31170 -1.54858 -1.88305
O 1.68558 -0.39401 -1.64867
H 1.44163 0.14203 -0.99598
H 2.53624 -0.79712 -1.66392
```

Computed properties:
* DFT total energy: -497.63919 Eh
* multiplicity: 1
* orbital gap: 0.396 hartree
* molar mass: 128.12 g mol⁻¹
* E_HOMO: -10.2 eV

***

[10]
The following is a DFT calculation (wB97M-V/def2-TZVPD) of a cluster of 2 separate species, C5H8N2O3 in total at a distorted geometry.

```
18
Properties=species:S:1:pos:R:3
C -0.13738 -0.52450 -0.25236
C -2.04836 -0.63677 0.82491
C -1.90780 -1.70437 -0.28310
C 2.33783 1.43801 -0.56272
C 2.36371 -0.01970 -0.64759
N -0.67016 -0.13607 0.81415
N 2.84958 -0.79752 0.40329
O 2.90820 -0.37257 1.53744
O 3.20185 -1.91200 0.10644
O -0.69293 -1.38761 -1.08122
H -2.58968 0.33371 0.69733
H -2.35188 -0.93134 1.80522
H -1.62530 -2.66271 0.18058
H -2.72727 -1.95644 -0.80664
H 1.72159 1.88609 -1.35372
H 2.06386 1.71396 0.46126
H 3.37616 1.95091 -0.72756
H 2.39939 -0.68398 -1.56036
```

Computed properties:
* DFT total energy: -530.27760 Eh
* multiplicity: 1
* orbital gap (spin up / spin down): 0.302 / 0.298 hartree
* molar mass: 144.13 g mol⁻¹
* E_HOMO (spin up / spin down): -9.6 / -9.4 eV

***

[11]
The following is a DFT calculation (wB97M-V/def2-TZVPD) of a cluster of 2 separate species, C4H9NO4 in total at a distorted geometry.

```
18
Properties=species:S:1:pos:R:3
C -0.52118 0.68329 -1.31824
C 0.28689 1.81128 0.83638
C -0.99552 -1.61942 0.75863
C -0.32504 0.63536 0.20522
N 2.31196 -0.35495 -0.27758
O 2.71293 -1.46604 -0.68020
O 3.06234 0.56565 0.19506
O -1.98333 -1.53287 -0.19330
O -0.73904 -0.29853 1.09939
H -1.58297 0.73642 -1.64800
H 0.08311 -0.14847 -1.75144
H -0.03832 1.65567 -1.58585
H 1.34037 1.50294 0.85474
H -0.00488 2.62712 0.20017
H 0.10725 1.93459 1.86983
H -1.39808 -2.11611 1.69970
H -0.01408 -2.26776 0.41330
H -2.30241 -2.34817 -0.67782
```

Computed properties:
* DFT total energy: -513.31308 Eh
* multiplicity: 1
* orbital gap (spin up / spin down): 0.234 / 0.234 hartree
* molar mass: 135.12 g mol⁻¹
* E_HOMO (spin up / spin down): -7.4 / -7.4 eV

***

[12]
The following is a DFT calculation (wB97M-V/def2-TZVPD) of a structure of composition C36H40N2O6S at a distorted geometry.

```
85
Properties=species:S:1:pos:R:3
C 5.29176 0.72789 -1.15795
C 4.04501 0.44746 -0.22853
C 4.60320 0.34163 1.20503
C 3.45586 -0.91175 -0.76118
C 3.03772 1.62327 -0.50513
C 2.08769 2.05401 0.64702
C 2.74647 3.04473 1.66765
C 1.37357 0.85072 1.38004
C 0.89991 2.88957 0.03392
C -0.17013 3.25507 0.89282
C -1.26796 3.96071 0.40306
C -1.36386 4.33902 -0.95539
O -2.50800 5.00501 -1.37494
C -3.33236 4.08475 -2.09983
C -4.10201 3.07304 -1.23296
O -5.39112 3.55748 -0.81804
C -6.19869 2.40644 -0.57615
C -7.41100 2.71307 0.33252
C -8.40069 1.51688 0.23360
C -9.85012 1.70649 0.22109
C -10.70286 0.64044 0.09776
C -10.18770 -0.69191 -0.02170
N -10.82649 -1.87303 -0.16899
S -9.68315 -3.01665 -0.26669
N -8.27849 -2.15415 -0.12864
C -8.75223 -0.90308 0.00539
C -7.87860 0.24669 0.13904
C -0.29776 4.01423 -1.79695
C 0.81981 3.30099 -1.30204
H 5.00381 0.87007 -2.21078
H 5.97412 -0.13263 -1.00893
H 5.81268 1.61114 -0.73905
H 5.09489 1.26988 1.54972
H 3.88575 0.01032 1.97304
H 5.41388 -0.44071 1.17951
H 4.32126 -1.53985 -1.05633
H 2.89963 -1.47425 0.00787
H 2.87612 -0.73354 -1.68048
H 2.50445 1.35712 -1.43740
H 3.65877 2.51400 -0.75284
H 3.56703 2.59049 2.24363
H 1.96155 3.29903 2.40984
H 3.01092 4.00384 1.18781
H 1.25837 1.11075 2.45059
H 1.89921 -0.10579 1.25958
H 0.35786 0.70105 0.96786
H -0.16819 2.98324 1.95688
H -2.09746 4.24280 1.06444
H -4.08148 4.60426 -2.72897
H -2.72363 3.49067 -2.81376
H -3.55760 2.72370 -0.33444
H -4.27773 2.16657 -1.85773
H -5.55348 1.69239 -0.01653
H -6.54944 1.92348 -1.51089
H -7.14252 2.86011 1.39334
H -7.96168 3.61410 -0.00051
H -10.23227 2.73146 0.28637
H -11.78527 0.80676 0.09356
H -6.80640 0.02999 0.15516
H -0.33236 4.28881 -2.85982
H 1.61080 3.05545 -2.01862
C -0.35705 -5.32089 -1.37533
C -0.23711 -4.07576 -1.82940
C 1.09444 -3.47513 -2.08259
O 1.20637 -2.33933 -2.49396
C 2.28672 -4.31435 -1.81197
C 2.16725 -5.55942 -1.35771
C 0.83556 -6.16083 -1.10456
O 0.72479 -7.29573 -0.69251
H -1.32022 -5.77667 -1.18378
H -1.09579 -3.44846 -2.03303
H 3.25020 -3.85855 -2.00298
H 3.02662 -6.18577 -1.15380
C 7.88370 -4.58151 3.37355
C 7.30818 -5.14172 2.31223
C 6.78052 -4.31741 1.19822
O 6.25404 -4.82742 0.23099
C 6.91951 -2.84574 1.31088
C 7.49510 -2.28639 2.37268
C 8.02326 -3.10919 3.48711
O 8.54873 -2.59896 4.45286
H 8.27396 -5.16673 4.19645
H 7.19834 -6.21410 2.21210
H 6.52968 -2.26035 0.48767
H 7.60382 -1.21332 2.47093
```

Computed properties:
* DFT total energy: -2354.79634 Eh
* multiplicity: 1
* orbital gap: 0.261 hartree
* molar mass: 628.79 g mol⁻¹
* E_HOMO: -8.8 eV

***

Please write out number 4 again, unchanged.
The following is a DFT calculation (wB97M-V/def2-TZVPD) of an isolated molecule of C3H5N.

```
9
Properties=species:S:1:pos:R:3
C 0.82174 -0.23739 1.76324
C 0.32658 -0.31348 0.67546
C -0.32290 -0.43174 -0.61772
N -0.45795 0.85624 -1.29160
H 1.22113 -0.20051 2.75851
H -1.27734 -0.96926 -0.45154
H 0.28985 -1.09493 -1.25595
H -1.07757 1.43811 -0.73324
H -0.90290 0.72855 -2.20245
```

Computed properties:
* DFT total energy: -171.98638 Eh
* multiplicity: 1
* orbital gap: 0.389 hartree
* molar mass: 55.08 g mol⁻¹
* E_HOMO: -9.6 eV

***

Question: The highest multiplicity belongs to which entry?
Answer: C10H17N2S